(1)
{
  "formula": "C6H9NO5",
  "method": "the ωB97M-V functional and the def2-TZVPD basis",
  "elements": ["O", "C", "C", "N", "O", "C", "C", "O", "C", "O", "O", "C", "H", "H", "H", "H", "H", "H", "H", "H", "H"],
  "xyz": [[-0.4926, -0.1530, 3.7663], [-0.2585, -0.9883, 2.6171], [0.3398, -0.1885, 1.5120], [1.6323, 0.0297, 1.4491], [1.9172, 0.7768, 0.2688], [0.7398, 1.0739, -0.4576], [0.6415, 0.2638, -1.7185], [1.1187, 1.0312, -2.8244], [-0.8531, -0.0800, -1.7531], [-1.0595, -1.1829, -2.6296], [-1.1566, -0.4334, -0.4021], [-0.3765, 0.4809, 0.3769], [0.3065, 0.1374, 4.2363], [0.3842, -1.8006, 2.9087], [-1.1899, -1.4983, 2.2964], [0.6828, 2.1259, -0.6886], [1.1960, -0.7063, -1.5988], [0.8406, 0.6362, -3.6740], [-1.4758, 0.7735, -2.0571], [-1.9111, -1.6131, -2.4020], [-1.0257, 1.3150, 0.7740]],
  "atomic_forces_ev_per_a": [[-0.84, -0.07, -0.09], [0.05, 0.28, 0.83], [2.69, 0.56, -0.90], [-2.35, -0.25, -0.90], [0.83, 0.01, 1.23], [0.12, -1.37, 0.22], [0.14, -0.42, -1.25], [-0.47, -0.45, -0.11], [0.02, -1.08, -0.58], [-0.52, 0.37, 0.96], [0.54, 0.40, -0.48], [-1.71, 1.24, 1.28], [-0.07, -0.49, -0.76], [0.63, -0.29, -0.09], [0.22, 0.85, 0.32], [-0.01, 0.38, 0.19], [-0.39, 0.79, -0.12], [0.18, 0.03, 0.74], [0.06, -0.01, -0.02], [0.65, 0.49, -0.21], [0.23, -0.93, -0.27]],
  "nbo_charge": [-0.73, -0.11, 0.15, -0.05, -0.36, 0.02, 0.04, -0.71, 0.35, -0.72, -0.52, 0.02, 0.48, 0.20, 0.21, 0.22, 0.20, 0.48, 0.14, 0.49, 0.20],
  "relative_energy_kj_mol": 338.33,
  "e_tot_ha": -664.8949,
  "total_charge": 0,
  "e_homo_ev": -9.685,
  "homo_lumo_gap_ha": 0.378
}

***

(2)
{
  "formula": "C6H9NO5",
  "method": "the ωB97M-V functional and the def2-TZVPD basis",
  "elements": ["C", "C", "C", "C", "C", "C", "H", "H", "H", "H", "H", "H", "H", "H", "H", "N", "O", "O", "O", "O", "O"],
  "xyz": [[1.3340, -0.3684, -1.4620], [0.3784, -1.7586, -1.3937], [-0.5340, -1.1334, 0.9381], [-1.2221, 1.3093, 0.9933], [0.3696, 0.3971, -0.5035], [0.7523, -0.4076, 0.7446], [2.9677, 0.5282, -3.2939], [2.4797, -0.1771, -1.0747], [-0.2933, -1.6661, -2.4327], [1.1650, -2.4721, -1.2518], [-0.8688, -1.8893, 1.6040], [-2.5078, -0.1155, 1.3382], [-0.5225, -0.1031, -0.8284], [1.5981, -0.9066, 0.4914], [1.5043, 1.1497, 1.3683], [-1.5727, -0.0871, 0.8428], [1.3793, 0.0983, -3.0360], [-0.7173, -1.8815, -0.2924], [-1.8545, 2.0378, 1.7132], [-0.1444, 1.6584, 0.0656], [1.2141, 0.3409, 1.8344]],
  "atomic_forces_ev_per_a": [[1.05, 3.57, -2.53], [-1.13, 1.91, -1.24], [-2.07, 0.07, -2.48], [0.21, -1.59, -1.09], [-1.50, -0.47, 0.64], [-1.07, 0.65, 1.69], [-5.04, -1.35, 0.86], [-2.86, -1.55, -1.08], [2.25, -0.74, 2.81], [-0.46, -1.36, -0.38], [0.68, -0.19, 1.65], [1.84, -0.90, -0.46], [-0.51, 1.27, -0.45], [1.79, -3.00, -0.54], [-0.05, 0.08, 1.08], [-1.35, 2.48, 2.21], [4.47, 0.02, 2.83], [2.86, -0.60, -2.30], [1.46, 0.01, -1.54], [-0.30, 0.32, 0.57], [-0.30, 1.37, -0.25]],
  "nbo_charge": [0.06, -0.12, 0.22, 0.91, -0.03, 0.02, 0.41, 0.21, 0.26, 0.20, 0.22, 0.42, 0.23, 0.19, 0.48, -0.70, -0.68, -0.55, -0.56, -0.52, -0.68],
  "relative_energy_kj_mol": 1048.33,
  "e_tot_ha": -664.6244,
  "total_charge": 0,
  "e_homo_ev": -10.097,
  "homo_lumo_gap_ha": 0.311
}

***

(3)
{
  "formula": "C6H9NO6",
  "method": "the ωB97M-V functional and the def2-TZVPD basis",
  "elements": ["O", "N", "O", "C", "O", "C", "O", "C", "C", "O", "C", "O", "C", "H", "H", "H", "H", "H", "H", "H", "H", "H"],
  "xyz": [[-0.5427, -4.2399, 0.2874], [-0.2363, -3.2138, -0.3017], [0.2730, -3.1218, -1.4024], [-0.3763, -1.9149, 0.5843], [-1.2573, -2.1940, 1.5316], [1.1861, -1.4938, 1.0506], [1.7052, -0.9387, -0.0923], [0.7433, -0.1710, -0.7566], [0.5411, 1.3362, -0.2152], [0.3914, 2.1765, -1.3138], [-0.7648, 1.3080, 0.5227], [-1.4713, 0.2561, -0.1196], [-0.6264, -0.8546, -0.4710], [-0.8517, -2.9808, 2.0042], [0.9946, -0.9137, 1.9206], [1.7520, -2.3276, 1.3363], [0.8843, -0.1763, -1.9034], [1.3178, 1.7219, 0.4909], [0.3534, 3.0842, -0.9160], [-0.6215, 1.0879, 1.5958], [-1.4163, 2.0438, 0.1107], [-0.9203, -1.2627, -1.4508]],
  "atomic_forces_ev_per_a": [[0.23, 0.16, -0.76], [0.95, -0.24, 0.87], [-0.49, -0.42, 0.54], [2.79, 0.04, -1.77], [0.06, -0.68, 1.79], [-3.34, -1.22, -1.47], [1.18, 0.76, -0.16], [-0.70, 0.84, -0.69], [0.81, -0.82, 0.67], [0.46, 1.83, -0.26], [0.02, -2.19, -0.69], [-0.72, -2.68, -0.06], [-0.43, 2.57, -0.63], [-1.09, 1.01, -0.53], [0.10, 1.33, 0.67], [0.92, -1.30, 0.28], [0.42, 0.23, 2.01], [0.10, -0.70, -0.72], [0.00, -1.05, -0.97], [-0.51, 0.66, -0.19], [-0.11, 1.83, 1.23], [-0.64, 0.06, 0.84]],
  "nbo_charge": [-0.40, 0.51, -0.37, 0.30, -0.65, -0.08, -0.49, 0.08, 0.04, -0.70, -0.12, -0.51, 0.01, 0.50, 0.17, 0.20, 0.23, 0.17, 0.47, 0.17, 0.23, 0.24],
  "relative_energy_kj_mol": 4.94,
  "e_tot_ha": -740.0514,
  "total_charge": 0,
  "e_homo_ev": -10.007,
  "homo_lumo_gap_ha": 0.374
}

***

(4)
{
  "formula": "C6H9NOS",
  "method": "the ωB97M-V functional and the def2-TZVPD basis",
  "elements": ["H", "N", "C", "C", "S", "C", "O", "C", "C", "C", "H", "H", "H", "H", "H", "H", "H", "H"],
  "xyz": [[3.9314, 1.1535, -0.7129], [3.8112, 0.9110, 0.2746], [3.0406, 0.0385, 0.5341], [2.3003, -0.8793, -0.4652], [0.5678, -1.1781, -0.0796], [0.1424, 0.5582, 0.1265], [0.9799, 1.3791, 0.3247], [-1.3357, 0.7586, 0.2355], [-2.1595, -0.2030, -0.0772], [-3.5984, -0.1426, 0.0132], [2.7095, -0.2596, 1.6145], [2.4595, -0.4718, -1.5785], [2.6900, -1.8535, -0.4523], [-1.7613, 1.7324, 0.5493], [-1.6843, -1.1250, -0.3192], [-3.9855, -1.1500, -0.3657], [-4.1176, 0.1365, 1.0554], [-3.9902, 0.5951, -0.6773]],
  "atomic_forces_ev_per_a": [[-0.09, -0.41, 0.20], [3.64, 3.93, -0.67], [-4.35, -5.00, 1.80], [0.15, 2.26, -2.16], [0.73, 0.32, -0.30], [-1.60, -0.71, 0.89], [0.08, 0.98, -0.38], [0.72, 1.99, 0.11], [0.61, -0.37, 0.81], [-3.32, -1.19, 0.85], [1.00, 0.70, -1.48], [-0.52, -0.77, 2.35], [0.94, -1.35, 0.12], [0.78, -0.44, -0.16], [-0.23, -0.76, -0.53], [0.03, 1.42, 0.83], [1.53, -0.83, -2.10], [-0.11, 0.23, -0.19]],
  "nbo_charge": [0.34, -0.61, 0.18, -0.61, 0.16, 0.42, -0.53, -0.31, -0.10, -0.67, 0.15, 0.21, 0.24, 0.22, 0.21, 0.22, 0.24, 0.24],
  "relative_energy_kj_mol": 106.40,
  "e_tot_ha": -762.1279,
  "total_charge": 0,
  "e_homo_ev": -9.189,
  "homo_lumo_gap_ha": 0.350
}